(1)
Here is a structure of composition C5H9NdO4 from the OMol25 dataset. Energies are from wB97M-V/def2-TZVPD.

Last column: Löwdin charge in e.
Positions of all 19 atoms, in Å:
Nd  -0.034  0.599  0.729  2.02
O  0.710  -1.393  0.234  -0.39
O  2.070  1.254  -0.022  -0.21
O  -1.744  1.254  -0.186  -0.42
O  -1.547  -1.398  0.443  -0.23
C  -2.839  0.426  -0.378  -0.31
C  -2.408  -1.017  -0.634  -0.19
C  2.841  -0.803  -0.885  0.13
C  -0.388  -2.204  0.141  -0.34
C  3.041  0.564  -0.472  -0.21
H  -3.457  0.738  -1.244  0.14
H  4.066  0.921  -0.294  0.14
H  -1.845  -1.075  -1.583  0.13
H  3.640  -1.525  -0.705  0.10
H  -3.269  -1.703  -0.685  0.14
H  -0.509  -2.655  -0.861  0.14
H  2.189  -0.924  -1.765  0.10
H  -0.367  -2.985  0.920  0.14
H  -3.514  0.429  0.502  0.13

Values from the calculation:
- 2S+1: 5
- Expectation value of S²: 6.009
- Kohn-Sham gap (spin up / spin down): 0.335 / 0.301 Ha
- E_HOMO (spin up / spin down): -13.195 / -13.621 eV
- LUMO energy (spin up / spin down): -4.079 / -5.444 eV
- Total charge: +1

***

(2)
Here is the ion C5H9O with charge -2 from the OMol25 dataset. Energies are from wB97M-V/def2-TZVPD.

Last column: natural (NBO) charge in e.
Positions of all 15 atoms, in Å:
O  2.351  0.095  -1.586  -1.00
C  -1.112  -0.612  -0.060  -0.48
C  1.255  0.358  -0.801  -0.03
C  -1.743  0.485  2.137  -1.13
C  -1.084  0.516  0.969  -0.25
C  0.303  -0.874  -0.702  -0.42
H  -1.719  1.391  2.752  0.14
H  0.096  -1.260  -1.711  0.17
H  0.573  1.176  -1.137  0.06
H  -1.859  -0.261  -0.784  0.18
H  1.643  0.555  0.213  0.10
H  -1.492  -1.469  0.494  0.19
H  0.853  -1.608  -0.113  0.18
H  -2.157  -0.365  2.673  0.13
H  -0.732  1.491  0.678  0.17

Values from the calculation:
- 2S+1: 2
- Expectation value of S²: 0.751
- Kohn-Sham gap (spin up / spin down): 0.115 / 0.248 Ha
- E_HOMO (spin up / spin down): 4.059 / 0.382 eV
- LUMO energy (spin up / spin down): 7.179 / 7.128 eV
- Total charge: -2
- ΔE to the lowest compared entry with this formula, charge and spin: 0.0 kJ/mol

***

(3)
Here is the ion C5H9O3 with charge -1 from the OMol25 dataset. Energies are from wB97M-V/def2-TZVPD.

Last column: natural (NBO) charge in e.
Positions of all 17 atoms, in Å:
O  -1.335  -0.222  1.754  -0.81
O  -3.076  0.752  0.727  -0.78
O  -0.101  -1.679  -1.297  -0.79
C  -0.894  1.077  -0.239  -0.62
C  1.296  -0.179  0.244  -0.43
C  0.540  1.231  -0.160  -0.37
C  1.156  -1.284  -0.739  -0.07
C  -1.838  0.592  0.643  0.66
H  1.089  1.315  -1.209  0.17
H  -1.195  1.652  -1.125  0.20
H  -0.793  -1.012  -0.800  0.49
H  0.787  2.037  0.533  0.18
H  1.739  -1.179  -1.664  0.14
H  1.428  -2.366  -0.413  0.15
H  0.903  -0.474  1.160  0.22
H  -2.155  -0.311  2.309  0.47
H  2.449  0.048  0.277  0.18

Values from the calculation:
- 2S+1: 1
- Kohn-Sham gap: 0.248 Ha
- SMILES: [O-]/C(O)=C/CCCO
- E_HOMO: -2.703 eV
- LUMO energy: 4.033 eV
- Total charge: -1
- ΔE to the lowest compared entry with this formula, charge and spin: 271.3 kJ/mol

***

(4)
Here is a cluster of 2 separate species, C5H9O3 in total from the OMol25 dataset. Energies are from wB97M-V/def2-TZVPD.

Last column: natural (NBO) charge in e.
Positions of all 17 atoms, in Å:
O  0.319  -2.941  2.946  -0.96
O  1.096  -1.828  0.314  -0.19
O  -0.978  -1.505  1.090  -0.60
C  -0.296  -0.421  -0.901  -0.50
C  -0.090  -1.347  0.260  0.72
C  -0.141  2.125  -0.926  -0.17
C  1.112  2.322  -0.571  -0.41
C  -1.024  0.903  -0.602  -0.44
H  1.629  1.546  0.008  0.19
H  -1.922  0.836  -1.197  0.23
H  1.669  3.185  -0.858  0.21
H  1.118  -2.868  2.413  0.45
H  0.560  -0.142  -1.541  0.25
H  -0.735  2.749  -1.585  0.20
H  -0.364  -2.560  2.316  0.48
H  -0.745  -1.122  -1.626  0.26
H  -1.209  1.068  0.461  0.25

Values from the calculation:
- 2S+1: 2
- Expectation value of S²: 0.755
- Kohn-Sham gap (spin up / spin down): 0.408 / 0.247 Ha
- E_HOMO (spin up / spin down): -10.461 / -10.452 eV
- LUMO energy (spin up / spin down): 0.629 / -3.718 eV
- ΔE to the lowest compared entry with this formula, charge and spin: 163.2 kJ/mol

***

(5)
Here is a structure of composition C5H9O3Pd from the OMol25 dataset. Energies are from wB97M-V/def2-TZVPD.

Last column: natural (NBO) charge in e.
Positions of all 18 atoms, in Å:
Pd  -0.673  -2.866  0.210  0.61
O  0.742  -2.247  -0.465  -0.73
O  1.357  -0.132  0.146  -0.52
O  -0.754  -0.906  0.391  -0.60
C  3.275  0.930  -0.702  -0.33
C  1.999  0.461  -0.936  0.02
C  -2.661  0.208  1.319  -0.63
C  0.401  -1.009  -0.366  0.61
C  -1.541  0.287  0.310  -0.06
H  -3.261  -0.700  1.168  0.21
H  3.833  1.375  -1.525  0.18
H  -0.889  1.148  0.516  0.19
H  3.593  1.195  0.308  0.18
H  -2.267  0.207  2.344  0.22
H  1.386  1.065  -1.618  0.15
H  -1.932  0.382  -0.713  0.18
H  0.705  -0.478  -1.585  0.09
H  -3.315  1.081  1.198  0.22

Values from the calculation:
- 2S+1: 4
- Expectation value of S²: 3.758
- Kohn-Sham gap (spin up / spin down): 0.215 / 0.249 Ha
- E_HOMO (spin up / spin down): -5.941 / -7.977 eV
- LUMO energy (spin up / spin down): -0.095 / -1.199 eV
- ΔE to the lowest compared entry with this formula, charge and spin: 0.0 kJ/mol

***

(6)
Here is a structure of composition C5H9O3Rh from the OMol25 dataset. Energies are from wB97M-V/def2-TZVPD.

Last column: natural (NBO) charge in e.
Positions of all 18 atoms, in Å:
Rh  2.270  1.845  -0.085  1.54
O  1.006  -0.601  -0.476  -0.40
O  0.380  1.523  -0.068  -0.62
O  -1.085  -0.156  -0.233  -0.37
C  3.146  -1.087  0.524  -0.70
C  0.125  0.321  -0.258  1.02
C  -2.174  0.747  0.056  -0.09
C  2.444  -0.225  -0.482  -0.14
C  -3.461  -0.028  -0.067  -0.64
H  2.773  -0.468  -1.503  0.30
H  -2.123  1.576  -0.661  0.21
H  2.486  -1.873  0.927  0.32
H  4.062  -1.482  0.061  0.31
H  -3.463  -0.893  0.608  0.24
H  -2.033  1.146  1.068  0.21
H  3.558  -0.601  1.480  0.31
H  -3.615  -0.375  -1.097  0.24
H  -4.296  0.630  0.205  0.26

Values from the calculation:
- 2S+1: 5
- Expectation value of S²: 6.007
- Kohn-Sham gap (spin up / spin down): 0.321 / 0.183 Ha
- E_HOMO (spin up / spin down): -18.827 / -18.808 eV
- LUMO energy (spin up / spin down): -10.097 / -13.838 eV
- Total charge: +2
- ΔE to the lowest compared entry with this formula, charge and spin: 0.0 kJ/mol

***

Let's list calculated total energy in order: -28790.6032 -7372.7055 -11472.4273 -11470.1910 -14942.3577 -14456.4853 eV.